Record 1
A single C8H8NOPS2 molecule at a distorted geometry, computed with ωB97M-V/def2-TZVPD.

The geometry in XYZ format:
```
21
C8H8NOPS2 (ωB97M-V/def2-TZVPD)
C -2.652 -1.538 0.133
C 3.186 0.623 -1.375
C -1.570 -0.885 0.622
C 2.121 1.505 -1.139
C -3.431 -0.893 -0.776
C 3.094 -0.618 -0.727
C -1.566 0.405 0.124
C 1.194 0.865 -0.296
N 0.004 1.625 2.178
O -0.645 3.043 -0.092
P -0.300 1.688 0.363
S -2.840 0.721 -0.943
S 1.571 -0.693 0.166
H -3.006 -2.510 0.554
H 3.963 1.077 -2.009
H -0.990 -1.359 1.373
H 2.117 2.437 -1.588
H -4.366 -1.173 -1.181
H 3.873 -1.309 -0.482
H -0.400 2.190 2.841
H -0.238 0.622 2.294
```

As for the calculated total energy: -1577.3645 hartree. The energy above the lowest of the compared OMol25 structures with the same formula, charge and spin is 5.1 kcal/mol. For the strongest force on any atom, the calculation gives 6.290 eV/A. The SMILES is NP(=O)(c1cccs1)c1cccs1.

What are the Mulliken partial charges on each atom? They are as follows, in elementary charge units:
1 C -0.486
2 C -0.250
3 C -0.498
4 C -0.643
5 C -0.506
6 C -0.633
7 C 0.373
8 C 0.450
9 N -0.600
10 O -0.716
11 P 0.812
12 S -0.093
13 S -0.064
14 H 0.280
15 H 0.314
16 H 0.438
17 H 0.520
18 H 0.443
19 H 0.389
20 H 0.242
21 H 0.231

Record 2
A single C8H8O molecule at a distorted geometry, computed with ωB97M-V/def2-TZVPD.

The geometry in XYZ format:
```
17
C8H8O (ωB97M-V/def2-TZVPD)
C -0.674 2.534 1.390
C -0.416 1.332 0.967
C 0.063 0.215 1.693
C 0.396 -0.848 0.915
C 0.278 -0.555 -0.520
C 1.013 0.673 -1.073
C -0.370 0.927 -0.499
C -0.153 -1.609 -1.455
H -1.014 3.371 0.744
H -0.541 2.756 2.445
H 0.082 0.255 2.819
H 0.787 -1.854 1.223
H 1.940 0.992 -0.569
H 1.058 0.731 -2.186
H -1.182 1.176 -1.200
H -0.528 -1.169 -2.384
O -0.178 -2.784 -1.175
```

As for the calculated total energy: -384.7923 hartree. The energy above the lowest of the compared OMol25 structures with the same formula, charge and spin is 32.1 kcal/mol. For the strongest force on any atom, the calculation gives 3.207 eV/A. The SMILES is C=C1C=C[C@]2(C=O)C[C@H]12.

What are the Mulliken partial charges on each atom? They are as follows, in elementary charge units:
1 C -0.958
2 C 0.542
3 C -0.423
4 C -0.654
5 C 0.850
6 C -0.765
7 C -0.305
8 C -0.142
9 H 0.271
10 H 0.268
11 H 0.291
12 H 0.365
13 H 0.256
14 H 0.262
15 H 0.349
16 H 0.298
17 O -0.505

Record 3
A single C8H8O2 molecule at a distorted geometry, computed with ωB97M-V/def2-TZVPD.

The geometry in XYZ format:
```
18
C8H8O2 (ωB97M-V/def2-TZVPD)
C 0.524 -3.329 -0.567
C 0.625 -2.156 -0.696
C -1.601 -0.489 -0.795
C -2.593 0.280 -0.275
C -0.420 -0.080 -0.146
C -0.832 0.801 0.836
C -0.105 1.510 2.049
C 0.856 -0.653 -0.608
O -2.140 0.983 0.737
O 1.949 -0.320 0.181
H 0.312 -4.362 -0.660
H -1.751 -1.055 -1.717
H -3.648 0.286 -0.223
H -0.825 1.502 2.830
H 0.883 1.119 2.254
H -0.015 2.597 1.865
H 0.996 -0.425 -1.698
H 2.610 -1.111 0.107
```

As for the calculated total energy: -459.9892 hartree. The energy above the lowest of the compared OMol25 structures with the same formula, charge and spin is 58.8 kcal/mol. For the strongest force on any atom, the calculation gives 3.615 eV/A. The SMILES is C#C[C@H](O)c1ccoc1C.

What are the Mulliken partial charges on each atom? They are as follows, in elementary charge units:
1 C 0.161
2 C -1.041
3 C -0.620
4 C -0.545
5 C 0.868
6 C -0.016
7 C -1.238
8 C 0.504
9 O -0.329
10 O -0.541
11 H 0.481
12 H 0.354
13 H 0.410
14 H 0.373
15 H 0.311
16 H 0.293
17 H 0.221
18 H 0.356